Entry 1:
Here is a 8-piece molecular cluster, C20H60N4O8 overall at a distorted geometry from the OMol25 dataset. Energies are from wB97M-V/def2-TZVPD.

```
92
Properties=species:S:1:pos:R:3:forces:R:3:mulliken_charge:R:1
C -13.86281 18.71460 11.98532 0.03 -0.54 0.63 -0.706
O -14.40435 19.61415 11.07158 0.60 1.23 -0.51 -0.289
C -13.66458 20.85463 11.03301 -0.51 -0.46 -0.52 -0.702
C -14.36647 21.83526 10.11419 -1.91 0.63 -0.48 0.568
C -14.74810 21.37973 8.67819 0.06 -0.44 0.56 -1.368
N -13.74432 23.15536 10.10941 1.08 -0.19 -0.42 -0.744
H -14.39550 17.76834 11.89087 0.00 0.06 -0.06 0.253
H -13.96650 19.05524 13.01552 -0.23 0.19 0.24 0.300
H -12.79611 18.52249 11.86982 0.22 0.04 -0.45 0.269
H -13.68454 21.32645 12.01539 0.23 -0.11 0.35 0.304
H -12.62943 20.69843 10.72941 0.18 -0.21 -0.04 0.368
H -15.30757 22.04556 10.62231 -0.66 -0.77 -0.04 0.165
H -15.49231 20.58728 8.75733 0.45 -0.47 0.08 0.310
H -13.89537 21.07043 8.07382 0.07 -0.21 0.16 0.322
H -15.30254 22.09023 8.06509 0.24 0.75 0.41 0.441
H -14.24349 23.69143 9.41403 0.12 0.31 0.06 0.251
H -13.88591 23.59540 11.00742 0.04 0.17 0.03 0.259
C -12.32634 8.03719 13.04181 -0.02 0.66 -1.02 -0.720
O -13.08195 9.05225 13.66099 -0.23 -0.15 1.76 -0.280
C -13.68864 9.98344 12.80312 -0.43 -0.38 -1.35 -0.633
C -14.52103 11.07737 13.51264 -0.07 0.14 0.24 0.374
C -15.28197 11.99771 12.55992 -0.13 -1.04 -0.96 -1.423
N -13.65935 11.93930 14.31314 0.11 -0.47 -0.12 -0.676
H -11.88807 7.28824 13.70143 -0.32 0.49 0.59 0.251
H -11.51744 8.53150 12.50380 0.33 -0.19 -0.25 0.285
H -12.92994 7.49073 12.31715 -0.18 -0.06 -0.19 0.294
H -12.93673 10.41020 12.13931 0.52 0.75 0.20 0.300
H -14.26168 9.43733 12.05378 -0.81 -0.27 0.07 0.425
H -15.22919 10.63327 14.21219 -0.08 -0.38 -0.13 0.314
H -14.59480 12.45970 11.85110 0.19 0.38 0.19 0.285
H -15.91308 12.74353 13.04320 0.40 -0.06 0.25 0.361
H -15.93436 11.41379 11.91067 -0.23 -0.17 0.03 0.381
H -13.02742 12.29530 13.61027 0.59 0.58 0.15 0.270
H -13.11125 11.27808 14.84461 0.44 0.20 0.56 0.202
C -2.79790 17.10064 7.50220 -0.52 0.64 -0.50 -0.677
O -3.85156 17.25142 8.44765 0.14 -0.16 0.73 -0.356
C -3.54578 16.82147 9.82380 0.54 -1.42 -2.32 -0.525
C -3.22136 15.23611 9.81444 0.08 0.73 0.88 0.399
C -4.21790 14.40543 9.03333 -0.17 1.16 -1.36 -1.219
N -3.14106 14.71090 11.16987 0.26 0.19 0.62 -0.731
H -2.71877 16.07971 7.12865 0.42 -0.14 0.35 0.226
H -1.85015 17.58530 7.73670 0.33 -0.58 0.98 0.299
H -3.01555 17.69985 6.61807 -0.87 -0.02 -0.06 0.275
H -2.73267 17.48421 10.12000 0.32 -0.56 0.53 0.350
H -4.41641 17.03824 10.44276 -0.14 -0.11 -0.22 0.226
H -2.22871 15.05539 9.40201 0.12 0.40 -0.17 0.256
H -4.27200 13.33429 9.22782 0.26 0.15 0.57 0.447
H -3.90621 14.47879 7.99142 -0.57 0.02 -0.32 0.222
H -5.19416 14.87382 9.15839 -0.27 -0.32 -0.22 0.285
H -4.02835 14.82054 11.63976 -0.30 0.28 0.15 0.268
H -3.09206 13.71139 11.03323 0.34 -0.28 0.37 0.257
C -8.32204 12.00803 21.11420 -0.54 -0.29 -0.82 -0.693
O -8.43646 11.33315 19.86119 0.31 0.30 -0.45 -0.315
C -9.80474 11.14909 19.52094 0.38 -0.32 0.24 -0.634
C -10.01919 10.69569 18.11709 1.33 -0.45 -3.28 0.643
C -9.50098 11.61783 16.99715 0.10 1.24 0.82 -1.569
N -11.41181 10.32760 17.89405 -0.22 -0.16 1.04 -0.745
H -8.85561 12.94766 20.97107 -0.01 0.24 0.65 0.313
H -7.28617 12.20358 21.39140 0.00 -0.20 -0.39 0.237
H -8.78478 11.37418 21.87065 -0.12 0.24 0.37 0.278
H -10.14291 10.31437 20.13494 -0.64 0.18 0.48 0.321
H -10.40353 12.05076 19.64959 -0.04 0.17 0.46 0.382
H -9.40840 9.81899 17.90164 0.35 -0.48 0.67 0.184
H -9.89122 12.63179 17.08493 -0.26 0.15 0.14 0.331
H -9.70801 11.33738 15.96439 -0.13 -0.60 0.20 0.420
H -8.42372 11.73181 17.11800 0.09 -0.13 -0.10 0.349
H -11.48652 9.52672 18.50487 -0.85 -0.22 0.35 0.274
H -11.55339 9.90302 16.98862 0.25 0.31 -0.43 0.215
C -4.61822 10.53363 14.60919 -0.26 -0.22 1.57 -0.472
O -3.88591 10.28870 13.46115 0.48 0.13 -1.35 -0.510
H -3.98602 10.95716 15.38961 -0.06 0.13 0.16 0.263
H -5.46539 11.20788 14.48353 0.11 0.09 -0.50 0.163
H -5.01302 9.59430 14.99636 -0.16 -0.10 0.15 0.238
H -2.94834 10.31537 13.66569 -0.12 -0.01 -0.03 0.318
C -8.13252 18.60867 13.23400 1.71 0.18 -0.72 -0.500
O -8.61330 17.62767 12.37407 -1.49 -1.35 -0.57 -0.470
H -7.05756 18.42885 13.24898 0.38 0.31 0.81 0.220
H -8.21881 19.59286 12.77356 -0.56 0.33 0.57 0.247
H -8.54763 18.48069 14.23370 -0.17 0.26 -0.29 0.217
H -8.40610 17.80760 11.45412 0.12 0.25 0.17 0.286
C -9.15153 12.57848 11.13294 -0.87 -0.61 0.15 -0.527
O -10.18196 13.27920 11.83363 0.16 0.02 -0.44 -0.455
H -8.20859 12.64343 11.67585 0.11 -0.13 -0.24 0.241
H -9.52273 11.55558 11.06975 0.33 -0.23 0.53 0.184
H -9.05828 12.79693 10.06914 0.17 0.86 0.02 0.293
H -9.98506 14.21879 11.83294 0.07 0.10 0.02 0.256
C -12.86737 14.31325 7.68057 0.30 0.06 1.03 -0.504
O -13.44392 13.13575 7.08558 0.51 1.04 0.21 -0.494
H -12.42872 14.12455 8.66040 0.00 -0.73 0.22 0.176
H -12.01781 14.74323 7.15004 -0.34 -0.32 -0.79 0.269
H -13.55214 15.12228 7.93487 -0.47 -0.06 -0.66 0.258
H -14.39325 13.17448 7.22295 0.02 0.00 0.01 0.300
```
Forces are in eV/Å.

Its SMILES is COC[C@H](C)N.COC[C@H](C)N.COC[C@H](C)N.COC[C@H](C)N.CO.CO.CO.CO. The calculation puts the energy above the lowest of the compared OMol25 structures with the same formula, charge and spin at 4.723 eV. The orbital gap is 9.43 eV. As for the largest force on an atom: 3.57 eV/A.



Entry 2:
Here is a 10-piece molecular cluster, C20H60O10 overall at a distorted geometry from the OMol25 dataset. Energies are from wB97M-V/def2-TZVPD.

```
90
Properties=species:S:1:pos:R:3:forces:R:3:mulliken_charge:R:1
C 3.29148 1.99446 4.89796 -0.90 0.38 -0.66 -1.257
C 3.63540 2.32429 3.43810 -0.28 1.54 -0.51 0.030
O 3.43082 1.27308 2.57160 -0.07 -2.97 0.01 -0.536
H 4.03365 1.46068 5.49157 0.09 0.08 -0.33 0.340
H 2.34980 1.44564 4.90922 0.14 -0.54 -0.18 0.281
H 2.96124 2.89560 5.41466 0.61 0.30 0.09 0.358
H 4.60909 2.78726 3.27785 0.64 -0.31 0.54 0.349
H 2.99151 3.07222 2.97541 -0.59 0.90 1.06 0.130
H 3.56280 1.50318 1.64898 0.34 0.62 0.00 0.286
C -1.04938 3.77442 4.37672 0.07 -1.19 -1.09 -1.268
C -0.67078 2.53054 3.37483 -0.16 1.33 0.79 0.353
O -1.74541 1.64121 3.13409 -0.81 0.12 0.38 -0.534
H -1.24916 3.48590 5.40868 0.16 -0.44 -0.12 0.333
H -1.93109 4.33397 4.06429 -0.31 -0.54 -0.45 0.349
H -0.32158 4.58507 4.41257 0.65 -0.49 -0.20 0.364
H 0.13770 1.88002 3.70845 0.45 0.64 0.68 0.125
H -0.36839 2.88385 2.38901 0.21 0.74 0.06 -0.042
H -1.34158 0.93103 2.62994 -0.23 -0.36 -0.21 0.276
C -0.14288 0.72458 -0.93573 0.65 -0.32 -0.40 -0.805
C 0.40751 -0.22242 0.16614 -0.58 0.67 -0.36 0.158
O -0.68493 -0.86663 0.80627 -0.83 0.22 0.44 -0.392
H -0.77378 0.16015 -1.62236 -0.17 0.10 0.09 0.128
H 0.62752 1.19517 -1.54658 0.66 -0.60 -0.10 0.296
H -0.62881 1.65487 -0.64155 -0.61 -0.48 0.88 0.170
H 0.94486 0.37562 0.90216 0.35 -0.10 0.09 0.044
H 1.02632 -1.04503 -0.19231 0.48 0.57 -0.55 0.195
H -0.47005 -1.78430 0.98881 0.08 0.07 0.02 0.183
C -2.27171 4.52340 -1.75959 -0.53 0.57 -0.85 -0.507
C -2.09772 5.82213 -2.57326 2.22 -0.40 0.12 -0.376
O -1.68551 6.81968 -1.63761 -0.91 0.32 0.33 -0.527
H -1.39715 4.20614 -1.19162 0.20 0.41 -0.21 -0.018
H -2.52409 3.72036 -2.45208 -0.17 -0.13 0.12 0.196
H -3.07945 4.67028 -1.04260 -0.10 -0.13 -0.07 0.306
H -2.86118 6.06367 -3.31279 -1.05 0.25 0.88 0.366
H -1.25311 5.78426 -3.26123 0.43 -0.89 -0.15 0.276
H -1.44571 7.63659 -2.08121 -0.07 -0.02 -0.16 0.290
C -2.42365 -0.07391 -4.57789 2.40 -0.01 -0.01 -0.360
C -3.37502 -0.35599 -5.64913 -1.34 0.53 -1.36 -0.540
O -4.57157 -0.90237 -5.12483 -0.51 0.01 -0.35 -0.515
H -2.53214 0.94556 -4.20773 -0.19 -0.26 0.52 0.112
H -1.44915 -0.09768 -5.06561 0.45 0.26 0.13 0.309
H -2.33614 -0.84636 -3.81384 -0.46 0.18 0.14 0.071
H -3.05807 -0.90143 -6.53803 0.40 -1.05 0.65 0.325
H -3.56186 0.58199 -6.17197 -0.46 0.50 0.16 0.314
H -5.12886 -0.14557 -4.92920 -0.27 -0.19 0.17 0.291
C -1.83895 -3.48678 -1.24670 -0.72 -0.49 0.66 -0.580
C -2.26143 -4.76010 -2.01418 2.41 -0.32 0.34 -0.688
O -2.33366 -4.53898 -3.40423 -0.82 0.06 -0.06 -0.529
H -1.72681 -3.69727 -0.18312 -0.36 -0.27 0.25 0.263
H -2.57442 -2.68519 -1.31492 0.06 0.06 -0.15 0.409
H -0.84538 -3.10774 -1.48594 -0.11 -0.11 -0.79 0.301
H -3.02973 -5.42806 -1.62477 -0.88 0.89 0.17 0.388
H -1.43143 -5.45965 -1.91504 0.46 0.01 0.03 0.128
H -3.24541 -4.28514 -3.56512 -0.05 0.20 -0.46 0.315
C 5.50505 -2.64370 0.15649 0.45 -0.83 -0.28 -1.336
C 4.12173 -2.38730 -0.41908 -0.88 -0.97 1.59 0.444
O 4.15976 -1.66618 -1.57315 1.33 2.02 -1.80 -0.545
H 6.01870 -1.72604 0.44313 -0.15 0.36 -0.32 0.353
H 6.09618 -3.16616 -0.59564 0.23 0.11 -0.09 0.381
H 5.60120 -3.24868 1.05807 -0.68 -0.16 0.02 0.354
H 3.56587 -1.80453 0.31541 -0.49 -0.34 0.42 -0.039
H 3.54640 -3.22315 -0.81713 0.10 -0.87 1.35 0.062
H 4.92625 -1.11054 -1.41394 0.05 0.74 -0.84 0.319
C 1.46823 -4.84448 1.00035 -0.69 0.63 -0.42 -0.744
C 1.45784 -5.56836 -0.33550 1.44 0.03 1.01 0.287
O 1.69433 -6.94918 -0.08151 -1.07 -0.49 0.00 -0.545
H 2.46675 -4.82690 1.43713 -0.28 -0.10 0.25 0.299
H 0.67335 -5.16205 1.67519 0.38 -0.80 0.18 0.386
H 1.11466 -3.82697 0.83375 0.55 0.46 -0.26 -0.012
H 2.38003 -5.32591 -0.86359 -0.37 1.07 -0.55 0.226
H 0.55407 -5.30314 -0.88409 -0.02 -0.46 -0.22 -0.168
H 1.57447 -7.39612 -0.92263 0.08 -0.30 0.01 0.315
C 2.12071 3.77815 -0.16850 -0.16 0.08 -1.36 -0.693
C 3.32175 3.05485 -0.80916 0.06 2.10 1.43 -0.359
O 4.22945 2.84112 0.28477 0.34 -1.63 -0.17 -0.558
H 2.37558 4.69286 0.36671 0.53 -0.15 0.18 0.532
H 1.56918 3.12638 0.50908 -0.06 -0.04 -0.15 -0.066
H 1.49552 4.16456 -0.97343 -0.54 -0.29 0.01 0.281
H 3.89099 3.70952 -1.46906 -0.50 0.11 -0.55 0.325
H 3.03183 2.16874 -1.37383 0.31 -0.32 0.62 0.267
H 4.39583 3.69061 0.69984 -0.07 0.07 -0.08 0.275
C -3.99927 -2.35820 1.73550 -0.49 0.16 -1.67 -0.339
C -5.07637 -1.52435 2.42260 2.65 -1.08 -0.28 -0.407
O -4.38315 -1.11297 3.59987 -1.80 0.29 1.27 -0.522
H -3.09803 -1.75937 1.60413 -0.01 0.10 -0.19 -0.190
H -4.42272 -2.57329 0.75441 0.44 -0.38 -0.47 0.251
H -3.68414 -3.29739 2.19017 -0.49 0.13 0.43 0.324
H -5.91977 -2.20372 2.54603 -0.16 0.44 1.09 0.352
H -5.38896 -0.72177 1.75459 0.02 0.30 0.23 0.260
H -3.67591 -0.49265 3.40851 -0.12 0.11 -0.41 0.301
```
Forces are in eV/Å.

Its SMILES is CCO.CCO.CCO.CCO.CCO.CCO.CCO.CCO.CCO.CCO. The calculation puts the energy above the lowest of the compared OMol25 structures with the same formula, charge and spin at 4.808 eV. The orbital gap is 10.08 eV. As for the largest force on an atom: 3.02 eV/A.



Number 1: HOMO level -0.33821 Eh, E_tot -44046.8022 eV. Number 2: HOMO level -0.35487 Eh, E_tot -42181.9904 eV.